# 1
{
  "formula": "C2H7NO2",
  "method": "wB97M-V/def2-TZVPD",
  "species": ["O", "O", "N", "C", "C", "H", "H", "H", "H", "H", "H", "H"],
  "xyz": [[1.786, -0.233, 0.911], [0.314, 1.195, 0.421], [-1.305, 1.232, 0.367], [0.050, -0.919, -0.855], [0.186, -0.158, 0.448], [0.498, -0.347, -1.667], [-0.262, -0.635, 1.324], [0.570, -1.870, -0.768], [-0.998, -1.105, -1.083], [-1.582, 1.355, -0.603], [2.340, 0.071, 0.180], [-1.598, 1.414, 1.323]],
  "gap_ev": 10.610,
  "smiles": "C[C@@H](O)ON",
  "de_lowest_kcal_mol": 122.65,
  "e_homo_ev": -9.749,
  "total_energy_ev": -7768.2072
}

# 2
{
  "formula": "C2H7NO2",
  "method": "wB97M-V/def2-TZVPD",
  "species": ["O", "O", "N", "C", "C", "H", "H", "H", "H", "H", "H", "H"],
  "xyz": [[-0.603, -1.223, 1.563], [-1.994, 0.057, -2.457], [1.548, -0.466, 1.750], [0.086, 0.393, -0.019], [0.287, -0.526, 1.141], [1.619, -0.939, 2.662], [-1.148, 0.339, -2.006], [-0.527, -0.168, -0.717], [-1.965, 0.153, -3.392], [1.017, 0.694, -0.512], [2.145, 0.366, 1.702], [-0.465, 1.319, 0.287]],
  "gap_ev": 10.738,
  "smiles": "CC(N)=O.O",
  "de_lowest_kcal_mol": 18.33,
  "e_homo_ev": -10.043,
  "total_energy_ev": -7772.7309
}

# 3
{
  "formula": "C2H7NO2S",
  "method": "wB97M-V/def2-TZVPD",
  "species": ["S", "O", "O", "N", "C", "C", "H", "H", "H", "H", "H", "H", "H"],
  "xyz": [[0.398, -1.333, -0.811], [1.021, 2.133, -0.390], [-0.557, 3.010, 0.922], [0.628, 1.217, 1.686], [0.300, 2.190, 0.754], [-0.983, -2.326, -1.451], [-0.601, -2.885, -2.301], [1.329, 1.229, -0.545], [1.598, 0.949, 1.743], [0.208, 1.392, 2.587], [-0.224, -0.869, 0.280], [-1.323, -3.022, -0.692], [-1.793, -1.686, -1.782]],
  "gap_ev": 9.988,
  "smiles": "NC(=O)O.CS",
  "de_lowest_kcal_mol": 0.00,
  "e_homo_ev": -9.449,
  "total_energy_ev": -18608.3928
}

# 4
{
  "formula": "C2H7NO3",
  "method": "wB97M-V/def2-TZVPD",
  "species": ["O", "O", "O", "N", "C", "C", "H", "H", "H", "H", "H", "H", "H"],
  "xyz": [[0.695, -1.316, 2.078], [1.049, -2.855, 0.381], [-1.308, 3.411, -0.809], [-0.178, 0.397, -0.231], [0.483, -1.729, 0.969], [-0.333, -1.015, 0.006], [2.002, -2.902, 0.584], [0.010, -1.296, -0.968], [-1.313, 3.659, -1.670], [0.864, 0.586, -0.452], [-0.357, 3.467, -0.709], [-1.344, -1.224, 0.216], [-0.270, 0.816, 0.604]],
  "gap_ev": 10.521,
  "smiles": "NCC(=O)O.O",
  "de_lowest_kcal_mol": 45.92,
  "e_homo_ev": -9.953,
  "total_energy_ev": -9818.9692
}

# 5
{
  "formula": "C2H7NO3",
  "method": "wB97M-V/def2-TZVPD",
  "species": ["O", "O", "O", "N", "C", "C", "H", "H", "H", "H", "H", "H", "H"],
  "xyz": [[0.613, -1.423, -2.279], [-0.840, 0.375, 0.737], [-1.144, -1.816, -0.949], [1.309, 1.369, 0.582], [-0.111, -2.188, -1.704], [-0.003, 1.498, 1.078], [-0.025, -3.275, -1.795], [1.300, 1.353, -0.426], [-1.519, 0.293, 1.420], [-0.438, 2.432, 0.703], [-0.980, -0.952, -0.517], [1.892, 0.660, 0.993], [-0.055, 1.674, 2.158]],
  "gap_ev": 10.815,
  "smiles": "O=CO.NCO",
  "de_lowest_kcal_mol": 22.25,
  "e_homo_ev": -10.146,
  "total_energy_ev": -9819.9958
}

# 6
{
  "formula": "C2H7NO3",
  "method": "wB97M-V/def2-TZVPD",
  "species": ["O", "O", "O", "N", "C", "C", "H", "H", "H", "H", "H", "H", "H"],
  "xyz": [[-2.103, -2.862, -2.521], [5.126, 3.959, 2.842], [-1.124, -2.859, -0.523], [-2.087, -0.923, -1.153], [-1.147, -0.034, -0.428], [-1.733, -2.246, -1.550], [-1.797, 0.706, 0.047], [5.414, 3.110, 3.168], [-0.629, -0.513, 0.275], [-0.570, -2.203, 0.059], [4.168, 3.752, 2.712], [-0.680, 0.651, -1.118], [-2.836, -0.538, -1.811]],
  "gap_ev": 10.249,
  "smiles": "CNC(=O)O.O",
  "de_lowest_kcal_mol": 36.69,
  "e_homo_ev": -9.850,
  "total_energy_ev": -9819.3695
}

# 7
{
  "formula": "C2H7NO4S",
  "method": "wB97M-V/def2-TZVPD",
  "species": ["S", "O", "O", "O", "O", "N", "C", "C", "H", "H", "H", "H", "H", "H", "H"],
  "xyz": [[2.196, 0.357, 0.159], [2.755, -0.984, -0.050], [0.626, 0.218, -0.335], [2.882, 1.297, -1.005], [2.228, 0.965, 1.352], [-2.431, 0.189, -0.056], [-1.497, -0.901, -0.213], [-0.251, -0.513, 0.437], [-2.057, 1.230, -0.274], [0.385, -1.427, 0.918], [-3.370, 0.392, -0.540], [-1.237, -1.310, -1.266], [2.295, 2.252, -0.899], [-1.890, -1.795, 0.433], [-0.635, 0.028, 1.339]],
  "gap_ev": 9.609,
  "smiles": "NCCOS(=O)(=O)O",
  "de_lowest_kcal_mol": 57.99,
  "e_homo_ev": -9.565,
  "total_energy_ev": -22699.8294
}

# 8
{
  "formula": "C2H7NOS",
  "method": "wB97M-V/def2-TZVPD",
  "species": ["S", "O", "N", "C", "C", "H", "H", "H", "H", "H", "H", "H"],
  "xyz": [[-2.130, 1.120, -0.223], [2.554, -2.650, 1.257], [0.860, -1.703, 0.118], [-0.866, 2.133, -0.943], [1.366, -2.400, 1.192], [-0.183, 1.494, -1.534], [-1.156, 2.933, -1.613], [1.539, -1.538, -0.609], [0.115, -1.030, 0.172], [-2.646, 2.112, 0.554], [-0.078, 2.382, -0.226], [0.625, -2.852, 1.854]],
  "gap_ev": 10.213,
  "smiles": "NC=O.CS",
  "de_lowest_kcal_mol": 17.97,
  "e_homo_ev": -9.577,
  "total_energy_ev": -16559.9929
}

# 9
{
  "formula": "C2H7NOS",
  "method": "wB97M-V/def2-TZVPD",
  "species": ["S", "O", "N", "C", "C", "H", "H", "H", "H", "H", "H", "H"],
  "xyz": [[-1.190, -0.671, 0.833], [0.013, 0.621, -0.512], [-0.136, -0.077, 1.907], [0.467, 1.424, -1.522], [-0.505, -2.057, 0.462], [1.179, 0.803, -2.038], [-0.675, 0.505, 2.495], [-0.322, 1.646, -2.194], [0.565, -2.214, 0.703], [0.452, 0.461, 1.193], [0.958, 2.214, -1.057], [-0.807, -2.654, -0.270]],
  "gap_ev": [7.708, 7.707],
  "de_lowest_kcal_mol": 114.90,
  "e_homo_ev": [-8.021, -8.020],
  "total_energy_ev": -16555.7895
}

# 10
{
  "formula": "C2H7NOS",
  "method": "wB97M-V/def2-TZVPD",
  "species": ["S", "O", "N", "C", "C", "H", "H", "H", "H", "H", "H", "H"],
  "xyz": [[0.129, 0.356, -1.259], [0.766, -0.600, 1.675], [-0.545, 1.659, -1.748], [1.129, -1.453, 2.730], [-1.354, 1.716, -2.914], [0.489, -1.201, 3.573], [-2.390, 1.848, -2.591], [-1.073, 2.613, -3.471], [2.174, -1.314, 3.029], [0.971, -2.507, 2.472], [-1.289, 0.832, -3.557], [1.385, -0.716, 0.946]],
  "gap_ev": 7.364,
  "smiles": "CN=S.CO",
  "de_lowest_kcal_mol": 67.59,
  "e_homo_ev": -8.276,
  "total_energy_ev": -16557.8411
}